Entry 1:
C11H27IO12P2S | wB97M-V/def2-TZVPD

SMILES = C[PH2](C[SH](=O)=O)P(O)I.COC(=O)OC.COC(=O)OC.COC(=O)OC
Orbital gap = 8.10 eV

The geometry in ORCA input format:
```
! wB97M-V def2-TZVPD RIJCOSX def2/J DEFGRID3
* xyz 0 1
C -3.109 -0.553 -0.580
P -3.863 1.132 -0.348
C -5.682 0.426 -0.357
S -6.694 1.496 -1.442
O -6.317 1.292 -2.865
O -6.559 2.889 -0.950
P -1.814 2.082 -0.382
O -1.147 1.697 -1.890
I -2.246 4.502 -0.472
H -3.716 -1.237 -1.171
H -2.134 -0.525 -1.075
H -2.916 -1.016 0.391
H -4.205 1.917 -1.503
H -4.011 1.604 0.995
H -6.171 0.446 0.624
H -5.769 -0.580 -0.774
H -8.012 1.086 -1.351
H -1.809 1.279 -2.446
C 5.259 1.129 -4.406
O 4.601 2.164 -3.678
C 3.493 1.765 -3.053
O 3.044 0.653 -3.062
O 2.979 2.812 -2.419
C 1.775 2.525 -1.698
H 6.138 1.573 -4.866
H 5.575 0.329 -3.737
H 4.611 0.736 -5.187
H 1.961 1.784 -0.920
H 0.996 2.185 -2.368
H 1.450 3.450 -1.227
C 5.276 2.325 4.260
O 5.723 2.699 2.959
C 5.270 1.911 1.986
O 4.551 0.962 2.126
O 5.754 2.363 0.833
C 5.343 1.604 -0.303
H 5.708 3.035 4.961
H 4.190 2.380 4.325
H 5.622 1.323 4.513
H 4.261 1.631 -0.410
H 5.693 0.576 -0.227
H 5.793 2.064 -1.180
C -4.260 -6.537 2.202
O -3.451 -5.519 1.612
C -2.410 -5.158 2.360
O -2.126 -5.605 3.433
O -1.742 -4.212 1.703
C -0.590 -3.727 2.394
H -5.068 -6.745 1.505
H -3.683 -7.447 2.354
H -4.684 -6.194 3.144
H 0.130 -4.527 2.556
H -0.873 -3.273 3.343
H -0.133 -2.966 1.767
*
```


Entry 2:
CH2N2OS | wB97M-V/def2-TZVPD

Energy relative to the best compared isomer or geometry (same formula, charge and spin) = 0.320 eV
SMILES = N=C=O.N=S
Orbital gap (alpha / beta) = 7.43 / 7.44 eV

The geometry in ORCA input format:
```
! wB97M-V def2-TZVPD RIJCOSX def2/J DEFGRID3
* xyz 0 1
C -0.477 -1.127 1.162
N -0.606 -1.610 2.242
N 0.725 1.620 -2.567
O -0.253 -0.869 0.060
S 0.168 2.315 -1.315
H 1.629 1.057 -2.680
H -1.186 -1.385 3.099
*
```


Entry 3:
C7H20BN3O2P | wB97M-V/def2-TZVPD

Energy relative to the best compared isomer or geometry (same formula, charge and spin) = 0.000 eV
SMILES = CNC[C@H]1C[C@H](P(C)O)[C@@H](B(N)O)[NH2+]1
Orbital gap = 8.86 eV

The geometry in ORCA input format:
```
! wB97M-V def2-TZVPD RIJCOSX def2/J DEFGRID3
* xyz 1 1
C -2.140 -0.758 3.743
N -1.201 0.172 3.091
C -1.611 0.465 1.708
C -0.558 0.150 0.685
C -1.034 0.258 -0.772
C 0.328 0.219 -1.596
P 0.517 -1.485 -2.347
C -1.033 -1.746 -3.258
O 0.260 -2.489 -1.046
C 1.406 0.526 -0.538
B 2.741 1.282 -0.987
N 3.019 2.671 -0.782
O 3.681 0.538 -1.626
N 0.612 1.074 0.622
H -1.941 -0.791 4.806
H -3.157 -0.400 3.634
H -2.091 -1.762 3.326
H -0.329 -0.344 3.056
H -2.447 -0.186 1.460
H -1.986 1.484 1.620
H -0.120 -0.808 0.944
H -1.544 1.209 -0.849
H -1.671 -0.609 -0.872
H 0.232 1.039 -2.298
H -0.880 -1.590 -4.317
H -1.861 -1.140 -2.911
H -1.308 -2.784 -3.095
H 1.077 -2.518 -0.521
H 1.760 -0.441 -0.180
H 2.504 3.051 0.007
H 4.004 2.783 -0.551
H 3.261 -0.256 -2.007
H 0.295 2.023 0.411
H 1.216 1.162 1.442
*
```


Entry 4:
C38H58IrN3O2 | wB97M-V/def2-TZVPD

Energy relative to the best compared isomer or geometry (same formula, charge and spin) = 0.000 eV
<S²> = 0.96
Orbital gap (alpha / beta) = 5.72 / 5.92 eV

The geometry in ORCA input format:
```
! wB97M-V def2-TZVPD RIJCOSX def2/J DEFGRID3
* xyz 3 2
Ir 0.010 1.934 -0.841
C -0.011 -1.963 5.002
C -1.427 -1.489 4.636
C -2.137 -1.010 5.906
C -2.223 -2.674 4.033
C -1.382 -0.433 3.554
C -0.549 -0.606 2.451
C -0.551 0.333 1.438
N 0.205 0.327 0.284
C 0.963 -0.646 -0.250
C 0.965 -2.003 0.083
C 1.831 -2.846 -0.569
C 2.784 -2.296 -1.532
C 2.806 -1.017 -1.973
C 1.773 -0.163 -1.410
O 1.524 0.989 -1.861
C 3.846 -0.488 -2.957
C 4.844 -1.586 -3.328
C 3.188 0.013 -4.254
C 4.614 0.660 -2.276
C 1.852 -4.329 -0.314
C 3.246 -4.710 0.232
C 0.784 -4.768 0.685
C 1.613 -5.052 -1.658
C -1.395 1.548 1.553
O -1.315 2.429 0.631
C -2.261 1.733 2.694
C -2.225 0.736 3.621
C -3.109 2.991 2.862
C -3.947 2.911 4.140
C -4.075 3.170 1.676
C -2.171 4.209 2.983
H -0.086 -2.704 5.796
H 0.603 -1.139 5.369
H 0.507 -2.440 4.168
H -2.086 -1.799 6.655
H -3.194 -0.800 5.740
H -1.661 -0.124 6.331
H -2.305 -3.456 4.789
H -1.720 -3.094 3.159
H -3.232 -2.374 3.744
H 0.113 -1.454 2.417
H 0.261 -2.400 0.793
H 3.509 -2.983 -1.942
H 4.365 -2.415 -3.855
H 5.373 -1.976 -2.456
H 5.593 -1.165 -3.997
H 2.582 -0.769 -4.718
H 3.972 0.290 -4.959
H 2.567 0.889 -4.084
H 5.121 0.313 -1.373
H 3.956 1.493 -2.025
H 5.376 1.034 -2.961
H 3.465 -4.191 1.167
H 4.045 -4.495 -0.478
H 3.258 -5.782 0.427
H 0.960 -4.352 1.681
H 0.813 -5.852 0.782
H -0.224 -4.502 0.355
H 2.389 -4.832 -2.394
H 0.644 -4.788 -2.086
H 1.624 -6.127 -1.481
H -2.854 0.834 4.492
H -4.610 2.043 4.142
H -4.576 3.798 4.201
H -3.329 2.889 5.040
H -4.758 2.322 1.596
H -3.557 3.297 0.727
H -4.674 4.064 1.845
H -1.465 4.082 3.806
H -2.767 5.098 3.190
H -1.618 4.391 2.061
C -3.787 -0.263 -2.563
C -2.367 -0.357 -3.111
C -1.553 -1.416 -2.353
C -1.618 0.946 -3.102
C -0.559 1.154 -4.052
C 0.158 2.302 -4.078
C -0.114 3.365 -3.153
C 0.635 4.653 -3.270
C -1.170 3.206 -2.259
C -1.922 1.982 -2.227
H -4.300 -1.211 -2.719
H -4.367 0.512 -3.064
H -3.794 -0.065 -1.487
H -2.416 -0.679 -4.156
H -1.537 -1.172 -1.286
H -0.523 -1.482 -2.719
H -2.015 -2.396 -2.470
H -0.349 0.373 -4.774
H 0.942 2.441 -4.813
H 0.383 5.119 -4.226
H 1.714 4.483 -3.285
H 0.373 5.356 -2.480
H -1.531 4.077 -1.721
H -2.806 1.930 -1.603
N 2.455 3.465 -0.632
N 1.395 2.976 0.189
H 3.307 3.541 -0.088
H 2.199 4.374 -0.994
H 0.920 3.716 0.711
H 1.795 2.342 0.878
*
```


Entry 5:
C4H9Br2NO | wB97M-V/def2-TZVPD

Energy relative to the best compared isomer or geometry (same formula, charge and spin) = 4.266 eV
Orbital gap = 9.03 eV

The geometry in ORCA input format:
```
! wB97M-V def2-TZVPD RIJCOSX def2/J DEFGRID3
* xyz 0 1
C -0.249 0.819 -1.156
C -1.553 0.995 1.027
C -0.999 -1.272 0.000
C -0.987 0.307 -0.109
N 3.001 0.509 -1.084
O -0.189 -1.736 1.099
Br 2.764 1.931 0.007
Br 4.142 -0.812 -0.104
H -0.104 1.867 -1.306
H 2.078 0.003 -1.058
H 0.097 0.148 -1.855
H -1.019 0.612 1.853
H -2.540 0.564 1.214
H -1.450 2.106 0.785
H -2.058 -1.565 0.349
H -0.688 -1.754 -0.893
H -0.247 -2.724 1.230
*
```


Entry 6:
C7H10 | wB97M-V/def2-TZVPD

Energy relative to the best compared isomer or geometry (same formula, charge and spin) = 6.574 eV
Orbital gap (alpha / beta) = 7.34 / 8.32 eV

The geometry in ORCA input format:
```
! wB97M-V def2-TZVPD RIJCOSX def2/J DEFGRID3
* xyz 0 1
C -1.770 -0.927 0.040
C -0.623 -0.036 -0.114
C 0.014 1.077 -1.092
C 1.383 0.686 -0.650
C 1.305 0.126 0.691
C -0.059 0.543 1.220
C 0.533 -1.016 -0.092
H -2.616 -0.637 0.665
H -2.013 -1.617 -0.768
H -0.328 -1.737 0.567
H -0.296 2.079 -0.775
H -0.150 0.970 -2.169
H 2.229 0.512 -1.307
H 2.190 -0.074 1.291
H -0.234 1.609 1.393
H -0.391 -0.051 2.072
H 0.885 -1.545 -0.983
*
```


So what do the calculations give for DFT total energy? Going down the list: -2716.7249, -622.1659, -959.5232, -1900.8817, -5435.6988, -272.4764 Eh.